(1)
{
  "formula": "C14H48BF4N2O9",
  "method": "the ωB97M-V functional and the def2-TZVPD basis",
  "elements": ["B", "F", "F", "F", "F", "C", "C", "O", "H", "H", "H", "H", "H", "H", "C", "C", "O", "H", "H", "H", "H", "H", "H", "C", "C", "O", "H", "H", "H", "H", "H", "H", "O", "H", "H", "O", "H", "H", "O", "H", "H", "O", "H", "H", "C", "C", "C", "O", "C", "N", "H", "H", "H", "H", "H", "H", "H", "H", "H", "H", "H", "C", "C", "C", "O", "C", "N", "H", "H", "H", "H", "H", "H", "H", "H", "H", "H", "H"],
  "coordinates": [[-0.9072, 0.3415, -1.1741], [-0.6169, -1.0298, -1.2216], [-0.6800, 0.7639, 0.1312], [-0.1652, 1.0042, -2.1199], [-2.2655, 0.4808, -1.4442], [-2.2526, -0.1521, 3.1618], [-3.0077, -0.7164, 1.9138], [-3.2983, 0.3849, 1.0707], [-2.0941, -0.9247, 3.9143], [-2.6488, 0.7154, 3.6896], [-1.2224, 0.1135, 2.9249], [-3.9149, -1.2441, 2.2078], [-2.3579, -1.4997, 1.5237], [-2.5557, 0.5119, 0.4757], [-3.0894, -4.0075, -2.1320], [-3.2427, -2.7482, -3.0937], [-3.7453, -1.6449, -2.3757], [-2.4787, -3.7332, -1.2718], [-2.5288, -4.8756, -2.4787], [-4.0605, -4.3906, -1.8183], [-4.0107, -3.0089, -3.8219], [-2.2908, -2.5337, -3.5795], [-3.0158, -1.2628, -1.8824], [2.0882, 0.4793, -4.6231], [3.0892, -0.4590, -3.8580], [4.3527, 0.1127, -3.8633], [1.1635, -0.0815, -4.7592], [2.3866, 0.6952, -5.6490], [1.8990, 1.4077, -4.0844], [3.0685, -1.4206, -4.3708], [2.7089, -0.5664, -2.8422], [4.7230, -0.1329, -4.7143], [2.3028, 1.4935, -0.2442], [1.6371, 1.9862, -0.7241], [1.9810, 0.5920, -0.2446], [1.0982, 3.2143, -2.6370], [0.7926, 3.8352, -3.2983], [0.3677, 2.6063, -2.5230], [-1.4594, 0.8927, -4.4462], [-1.0595, 0.5798, -3.6348], [-2.3992, 0.7676, -4.3145], [-4.1491, 0.1200, -4.3596], [-4.1466, -0.4111, -3.5632], [-4.9883, -0.0762, -4.7762], [2.5454, -3.8927, 1.1398], [1.3347, -3.0794, 0.7572], [1.0163, -1.9068, 1.7117], [0.9401, -2.1727, 3.1218], [-0.0331, -3.1398, 3.4359], [1.5480, -2.5522, -0.5698], [3.4784, -3.3425, 1.0178], [2.6620, -4.7383, 0.4619], [2.3945, -4.2726, 2.1503], [0.4419, -3.7022, 0.7004], [0.1618, -1.3284, 1.3603], [1.8445, -1.2084, 1.5913], [-0.1921, -3.1135, 4.5139], [0.2644, -4.1520, 3.1621], [-0.9613, -2.8826, 2.9254], [1.5775, -3.3149, -1.2312], [0.7535, -1.9948, -0.8493], [-0.5644, 3.3825, 2.7696], [0.9749, 3.0733, 2.5479], [1.8857, 3.7487, 3.5381], [1.7052, 5.1880, 3.5306], [2.4734, 5.8940, 4.5155], [1.1619, 1.6451, 2.4481], [-1.1611, 2.8431, 2.0340], [-0.8454, 4.4342, 2.7137], [-0.8539, 3.0101, 3.7522], [1.2678, 3.5705, 1.6233], [2.9278, 3.5365, 3.2991], [1.7116, 3.3365, 4.5320], [2.1977, 5.3764, 5.4343], [2.2074, 6.9504, 4.4778], [3.5582, 5.8360, 4.4269], [2.0792, 1.6197, 2.0260], [0.4902, 1.1705, 1.8618]],
  "atomic_forces_ev_per_a": [[-0.6, -0.7, 0.5], [-0.2, -0.4, -0.4], [0.4, 0.5, 0.2], [0.7, 0.2, 0.0], [-0.4, 0.2, -0.4], [0.5, -0.9, 0.1], [0.8, 1.4, 1.8], [-0.5, -1.0, 0.0], [-0.3, -0.3, 0.2], [-0.6, 0.0, -0.4], [0.0, 0.2, -0.4], [-0.3, 0.4, 0.0], [0.1, 0.1, -0.7], [-0.1, 0.1, 0.0], [0.3, 0.7, -0.2], [-0.1, -2.1, 0.9], [-0.1, -0.3, -0.1], [-0.3, 0.4, 0.3], [-0.1, 0.1, -0.9], [0.0, 0.3, 0.2], [0.2, 0.2, -0.3], [-0.1, 0.1, -0.1], [0.1, 0.4, 0.4], [0.0, -1.1, 0.4], [-2.3, 1.2, -1.1], [1.3, -0.1, 0.2], [-0.4, 0.2, 0.3], [0.5, 0.1, 0.0], [0.1, -0.1, 0.0], [0.1, -0.3, 0.2], [0.3, -0.1, 0.1], [0.3, 0.3, 0.0], [0.5, 0.0, 0.1], [-0.1, 0.3, -0.3], [-0.1, -0.3, -0.1], [0.4, 0.5, 0.1], [0.0, 0.2, -0.1], [-0.3, -0.3, -0.1], [0.4, 0.1, -0.5], [0.2, 0.1, 0.0], [-0.5, 0.0, -0.2], [-0.3, 0.5, -0.8], [0.1, -0.6, 0.9], [-0.1, 0.1, -0.2], [-0.2, -0.4, 0.3], [-0.6, 0.1, 0.2], [1.1, 0.3, 0.0], [0.2, -0.3, -0.9], [-0.1, 0.4, 0.1], [0.3, 0.7, -0.4], [-0.1, 0.3, 0.4], [-0.2, -0.2, 0.0], [0.5, 0.0, 0.1], [-0.2, -0.6, 0.5], [-0.6, -0.3, 0.1], [0.2, 0.1, 0.2], [0.0, 0.1, 0.0], [0.1, -0.2, -0.1], [-0.3, -0.2, 0.0], [0.2, -0.1, -0.1], [0.1, 0.1, 0.0], [1.1, -0.3, 0.2], [-2.6, 1.4, -1.0], [0.3, 0.6, 0.9], [0.4, -0.2, -0.5], [-0.8, -1.3, -0.3], [1.2, 0.4, 1.4], [0.1, -0.1, -0.1], [0.4, 0.0, 0.0], [0.0, -0.1, 0.1], [-0.2, 0.1, -0.6], [0.2, -0.1, -0.2], [-0.1, 0.1, 0.4], [0.2, 0.7, 0.7], [-0.3, -0.2, 0.1], [0.2, -0.3, -0.5], [0.0, -1.1, -0.4], [0.1, 0.4, -0.3]],
  "lowdin_charge": [-1.30, 0.12, 0.14, 0.14, 0.15, -0.08, -0.29, -0.07, 0.05, 0.07, 0.04, 0.10, 0.09, 0.03, -0.07, -0.27, -0.09, 0.06, 0.06, 0.06, 0.11, 0.12, 0.06, -0.07, -0.32, -0.07, 0.06, 0.06, 0.05, 0.10, 0.10, 0.08, -0.04, 0.01, 0.02, -0.05, 0.04, 0.00, -0.06, -0.02, -0.02, -0.05, -0.01, 0.04, -0.06, -0.46, -0.18, -0.17, -0.13, 0.05, 0.08, 0.07, 0.07, 0.13, 0.10, 0.12, 0.09, 0.07, 0.07, 0.08, 0.03, -0.03, -0.43, -0.20, -0.20, -0.11, 0.06, 0.06, 0.07, 0.07, 0.13, 0.12, 0.12, 0.08, 0.08, 0.07, 0.06, 0.03],
  "charge": -1,
  "e_above_lowest_ev": 0.000,
  "energy_ha": -1773.44840,
  "lumo_energy_ev": 2.690,
  "orbital_gap_ha": 0.327,
  "homo_ev": -6.1976,
  "multiplicity": 1,
  "fmax_ha_per_bohr": 0.0608
}

***

(2)
{
  "formula": "C14H48F6O10P",
  "method": "the ωB97M-V functional and the def2-TZVPD basis",
  "elements": ["P", "F", "F", "F", "F", "F", "F", "C", "O", "H", "H", "H", "H", "C", "O", "H", "H", "H", "H", "C", "O", "H", "H", "H", "H", "C", "O", "H", "H", "H", "H", "C", "O", "H", "H", "H", "H", "C", "C", "C", "O", "H", "H", "H", "H", "H", "H", "H", "H", "C", "C", "C", "O", "H", "H", "H", "H", "H", "H", "H", "H", "C", "C", "C", "O", "H", "H", "H", "H", "H", "H", "H", "H", "O", "H", "H", "O", "H", "H"],
  "coordinates": [[0.6365, 0.5528, -0.6056], [-0.5631, 1.2058, 0.2626], [0.2428, 1.5612, -1.8330], [1.6191, 1.6542, 0.0316], [1.8582, -0.0059, -1.5113], [1.0723, -0.4937, 0.5642], [-0.3746, -0.5179, -1.2893], [3.6743, -2.1018, 2.6819], [3.8299, -0.7832, 3.1905], [2.8671, -2.1245, 1.9458], [4.6021, -2.3620, 2.1769], [3.5024, -2.7832, 3.5196], [3.0121, -0.4686, 3.6021], [0.8839, -1.2460, -4.2784], [1.0847, 0.1306, -4.5358], [1.4574, -1.5692, -3.4063], [-0.1314, -1.6088, -4.0892], [1.2818, -1.7935, -5.1338], [0.9463, 0.6029, -3.7040], [2.6906, 3.3207, 3.1131], [3.4580, 3.8304, 2.0367], [1.6252, 3.3769, 2.8625], [2.9286, 2.2838, 3.3545], [2.8427, 3.9275, 4.0077], [3.1901, 3.3078, 1.2697], [0.4410, 0.4945, 4.3679], [1.2682, 0.5301, 3.2158], [1.0524, 0.5077, 5.2669], [-0.1947, 1.3868, 4.3406], [-0.2372, -0.3632, 4.3572], [0.8017, 0.2909, 2.4120], [-3.2696, 1.9527, -0.8336], [-4.5783, 1.6737, -1.3657], [-3.3774, 1.8468, 0.2475], [-2.5705, 1.1961, -1.1823], [-3.0205, 2.9625, -1.1384], [-4.7960, 0.7420, -1.3912], [-1.5355, -2.3380, 2.0494], [-2.5526, -1.2292, 2.2301], [-3.6128, -1.1234, 1.1190], [-3.2074, -1.3866, 3.4718], [-0.8618, -2.5107, 2.8911], [-0.8462, -2.1493, 1.2239], [-2.1222, -3.2496, 1.9023], [-2.0538, -0.2558, 2.1720], [-4.4403, -0.5204, 1.4927], [-4.0701, -2.1076, 0.9496], [-3.2253, -0.7627, 0.1673], [-3.4939, -2.3008, 3.5641], [-2.0015, -4.9802, -0.6221], [-2.6893, -4.7213, -1.9616], [-2.8471, -3.2463, -2.1716], [-1.9232, -5.3369, -2.9784], [-0.9464, -4.7224, -0.5444], [-1.9852, -6.0627, -0.4398], [-2.5812, -4.6174, 0.2258], [-3.6766, -5.1985, -1.8791], [-3.5602, -2.7834, -1.4785], [-3.1374, -2.8838, -3.1604], [-1.9513, -2.6875, -1.8777], [-2.4119, -5.2236, -3.8005], [1.2070, 4.5433, -3.2927], [1.2433, 5.4619, -2.0820], [1.3922, 4.7008, -0.7762], [2.3929, 6.3075, -2.1906], [0.2487, 4.0144, -3.2803], [1.9584, 3.7522, -3.3216], [1.2845, 5.1475, -4.1970], [0.4022, 6.1588, -2.0923], [2.3585, 4.1983, -0.8450], [0.5873, 3.9869, -0.5902], [1.4084, 5.3374, 0.1100], [3.1855, 5.7863, -2.3460], [1.1451, -3.0087, -0.9878], [1.0774, -3.5269, -0.1800], [0.5482, -2.2556, -0.8483], [4.1165, 0.2392, 0.3253], [4.2722, 0.2072, 1.2796], [3.1490, 0.2304, 0.2403]],
  "atomic_forces_ev_per_a": [[0.4, 1.3, -1.7], [0.0, -0.9, 0.4], [0.2, 0.2, 0.2], [0.2, 0.1, 0.1], [-0.3, -0.1, 0.2], [-0.8, 0.0, 0.2], [-0.1, -0.5, 0.8], [-0.2, 0.6, 0.3], [0.5, 0.2, 0.2], [-0.1, -0.3, 0.0], [0.0, 0.0, 0.0], [-0.1, -0.3, -0.2], [-0.1, -0.1, -0.5], [0.8, -0.6, 0.2], [-0.6, 0.0, 0.1], [0.1, 0.0, 0.0], [-0.3, 0.6, -0.2], [-0.1, 0.0, -0.1], [0.0, 0.0, -0.1], [-0.4, 0.1, 0.1], [0.0, -0.1, 0.1], [0.0, -0.1, 0.1], [0.1, 0.0, -0.1], [0.2, 0.1, -0.2], [0.2, 0.1, 0.0], [-0.8, 0.5, -0.9], [0.7, -0.4, 0.7], [0.1, -0.1, -0.1], [0.0, 0.0, 0.4], [0.2, -0.1, 0.2], [-0.2, -0.1, -0.1], [-1.2, -1.3, 0.2], [-0.4, 0.8, -0.5], [0.6, 0.4, 0.1], [0.4, 0.4, -0.1], [0.2, -0.1, 0.0], [0.4, -0.2, 0.2], [0.1, -0.2, -0.3], [0.1, 0.5, -0.9], [-0.2, -1.0, 0.3], [-0.1, 0.4, 0.6], [-0.3, 0.3, 0.4], [-0.4, -0.1, -0.3], [0.4, -0.2, -0.2], [0.1, 0.0, 0.8], [0.2, 0.4, -0.1], [0.2, -0.1, -0.1], [0.1, 0.1, 0.1], [0.1, 0.0, -0.1], [-0.1, -1.6, 0.3], [0.1, 0.1, 1.0], [0.0, 1.8, 0.5], [-0.1, -0.2, -0.2], [-0.2, 0.7, -0.3], [-0.1, -0.1, -0.2], [0.1, 0.5, -0.2], [0.0, 0.0, -0.2], [-0.3, -0.5, 0.0], [0.0, -0.5, -0.2], [0.3, -0.3, -0.4], [0.2, 0.0, 0.0], [-1.0, -0.1, 0.0], [1.3, -0.3, 0.1], [-0.5, 0.0, 0.2], [0.1, 1.0, -0.2], [0.0, 0.0, -0.2], [0.3, 0.2, 0.3], [-0.1, -0.1, -0.1], [-0.1, -0.2, 0.0], [-0.2, -0.3, 0.2], [0.2, -0.2, -0.3], [0.2, 0.3, -0.2], [-0.1, -0.3, 0.1], [-0.3, -0.1, 0.1], [0.1, 0.1, 0.0], [0.3, -0.2, -0.2], [-0.1, 0.0, 0.2], [-0.1, 0.0, 0.0], [0.7, 0.0, 0.0]],
  "lowdin_charge": [0.20, -0.15, -0.17, -0.14, -0.13, -0.16, -0.16, -0.15, -0.15, 0.07, 0.08, 0.07, 0.04, -0.18, -0.12, 0.06, 0.07, 0.07, 0.04, -0.17, -0.12, 0.08, 0.06, 0.07, 0.05, -0.13, -0.15, 0.08, 0.08, 0.07, 0.05, -0.14, -0.15, 0.07, 0.05, 0.08, 0.05, -0.04, -0.49, -0.05, -0.05, 0.08, 0.06, 0.06, 0.13, 0.08, 0.07, 0.06, 0.09, -0.06, -0.50, -0.06, -0.03, 0.07, 0.08, 0.06, 0.13, 0.07, 0.08, 0.07, 0.09, -0.06, -0.48, -0.06, -0.08, 0.08, 0.08, 0.08, 0.14, 0.08, 0.07, 0.08, 0.08, -0.06, 0.02, -0.02, -0.07, 0.01, -0.02],
  "charge": -1,
  "e_above_lowest_ev": 0.690,
  "energy_ha": -2255.39017,
  "lumo_energy_ev": 2.297,
  "orbital_gap_ha": 0.351,
  "homo_ev": -7.2649,
  "multiplicity": 1,
  "fmax_ha_per_bohr": 0.0427
}

***

> multiplicity of number 2 (C14H48F6O10P)?

1